# 1
# C22H31N2NaO3

C22H31N2NaO3 as an isolated structure (ωB97M-V/def2-TZVPD, the Open Molecules 2025 dataset).

Geometry (Å):
Na 1.887 2.052 0.024
O 3.851 5.897 0.084
O 2.120 4.385 -0.079
O 4.015 2.318 -0.049
N -0.489 1.732 -0.013
N 1.478 -0.233 -0.041
C -5.524 2.127 0.087
C -2.250 0.158 -0.061
C -0.287 -4.798 1.220
C 0.913 -2.940 -0.018
C -3.222 1.167 -0.020
C -1.390 2.729 -0.003
C -0.874 0.446 -0.056
C -0.241 -4.813 -1.239
C 5.384 3.972 -1.253
C -4.724 0.828 0.035
C -5.156 -0.051 -1.168
C 4.515 3.688 -0.043
C 0.574 -4.431 -0.011
C -2.752 2.482 -0.008
C 1.873 -5.246 0.023
C -4.995 -0.004 1.295
C 3.325 4.749 -0.028
C -0.118 -1.984 -0.033
C 2.462 -1.117 -0.052
C 2.224 -2.474 0.008
C 0.163 -0.610 -0.044
C 5.325 3.904 1.237
H -4.835 0.444 -2.102
H -0.973 3.752 0.023
H -1.136 -2.360 -0.053
H -5.294 2.724 0.962
H -5.307 2.760 -0.778
H -4.622 0.532 2.167
H -6.073 -0.163 1.433
H -4.518 -0.981 1.241
H -4.681 -1.048 -1.125
H -2.585 -0.892 -0.057
H -6.233 -0.215 -1.171
H 0.230 -4.481 -2.153
H -3.422 3.352 -0.057
H -0.455 -5.887 1.194
H -1.271 -4.307 1.141
H 5.817 4.892 1.154
H 4.708 4.069 -2.109
H 1.632 -6.317 0.083
H 6.105 3.185 -1.477
H 3.082 -3.147 0.034
H -0.362 -5.898 -1.284
H 2.492 -4.997 0.896
H -1.244 -4.386 -1.230
H 0.228 -4.509 2.142
H 2.450 -5.097 -0.888
H 3.493 -0.731 -0.058
H 4.601 4.035 2.069
H 6.057 3.138 1.468
H 4.745 1.699 -0.232
H 5.885 4.944 -1.117
H -6.604 1.958 0.093

Force components x, y, z for each atom (eV/Å):
-0.3 0.8 0.0
-1.6 -1.5 -0.4
0.6 -0.4 0.0
0.5 -0.4 -0.4
0.4 0.1 -0.1
-1.0 0.7 -0.2
-0.3 0.1 -0.4
-0.1 -0.8 0.1
0.1 0.1 -0.4
-0.3 0.3 0.2
0.3 -0.1 -0.1
0.8 -0.6 0.0
-1.5 1.2 0.2
-0.2 -0.1 -0.2
-0.6 0.4 -0.6
0.0 -0.5 -0.1
0.8 0.4 -0.3
0.3 0.1 0.6
0.1 0.0 0.5
-0.4 0.5 -0.3
-0.3 -0.5 0.1
-0.2 0.3 0.3
1.5 1.2 0.4
0.1 0.1 -0.1
-0.3 0.3 0.4
0.3 -0.7 -0.3
1.9 -1.3 0.0
-0.8 1.4 0.5
-0.3 -0.3 0.2
-0.3 -0.7 -0.1
0.0 0.2 0.0
0.1 0.0 0.3
-0.1 -0.1 0.0
0.0 -0.1 0.2
0.2 0.0 -0.1
0.1 0.0 0.0
-0.1 0.4 0.0
0.2 0.7 -0.1
0.0 0.2 0.0
0.3 0.0 -0.3
0.4 -0.6 0.2
0.0 0.4 0.2
0.4 -0.1 0.3
-0.1 -0.7 0.1
0.3 0.0 -0.2
0.0 0.3 0.0
0.2 -0.1 0.2
-0.4 0.2 0.0
0.1 0.0 0.0
-0.2 -0.1 -0.2
0.0 0.1 0.1
-0.3 -0.1 0.0
0.1 0.0 0.0
-0.6 -0.1 0.0
0.6 -0.4 -0.2
0.1 -0.3 -0.1
-0.3 0.7 0.1
-0.2 -0.5 -0.1
0.1 -0.2 0.0

Summary:
HOMO = -7.56 eV
Calculated total energy = -1354.53262 a.u.
Orbital gap = 7.07 eV
ΔE to the lowest compared entry with this formula, charge and spin = 0.0 kJ/mol
E_LUMO = -0.5 eV

These are the natural (NBO) partial charges, in e, on atoms 1 to 6:
1 Na 0.927
2 O -0.740
3 O -0.812
4 O -0.799
5 N -0.495
6 N -0.487

***

# 2
# C30H28I2N4OOsSi

C30H28I2N4OOsSi as an isolated structure (ωB97M-V/def2-TZVPD, the Open Molecules 2025 dataset).

Geometry (Å):
Os 0.010 -0.616 0.048
I 6.498 1.374 -3.481
I 0.768 0.227 -4.691
Si -1.898 0.908 0.024
O 0.811 0.138 -1.552
N 2.033 -0.514 0.988
N 0.099 -2.627 -0.971
N -2.207 -2.873 -0.836
N -0.411 -1.268 1.971
C -1.305 3.740 -2.906
C -2.815 3.013 3.456
C -1.861 -2.187 3.617
C -0.528 2.423 2.013
C -0.865 -2.043 4.573
C 2.022 0.427 -1.939
C -0.436 3.205 3.155
C -0.835 -4.771 -1.443
C -1.945 1.833 -1.563
C -1.756 1.920 1.570
C 0.416 -5.277 -1.682
C -1.272 3.051 -1.703
C -1.585 3.497 3.879
C 2.290 0.512 -3.332
C 0.561 -1.125 2.893
C -2.018 3.226 -3.982
C 4.595 0.969 -2.839
C -2.698 2.022 -3.858
C 3.570 0.785 -3.768
C 4.336 0.886 -1.461
C -1.603 -1.793 2.326
C -2.900 2.231 2.311
C -2.658 1.330 -2.656
C 0.359 -1.512 4.203
C 1.534 -4.437 -1.601
C 1.840 -0.460 2.460
C -0.973 -3.420 -1.101
C 1.322 -3.135 -1.250
C 3.069 0.630 -0.997
C 2.797 0.666 0.483
H -3.211 0.398 -2.570
H -0.730 3.474 -0.863
H 0.519 3.603 3.475
H -0.792 4.688 -3.002
H 0.534 -6.318 -1.954
H 2.544 -1.361 0.750
H 1.797 0.592 2.748
H -2.058 3.773 -4.914
H 2.531 -4.793 -1.815
H 2.689 -0.906 2.980
H -3.003 -3.453 -1.055
H 3.745 0.741 1.018
H -3.871 1.865 1.995
H -2.343 -1.909 -1.104
H -3.100 0.034 0.106
H -2.829 -2.601 3.862
H -3.711 3.251 4.016
H 2.208 1.549 0.736
H -1.040 -2.345 5.597
H -1.717 -5.392 -1.533
H -2.334 -1.891 1.536
H 3.779 0.850 -4.827
H 2.149 -2.434 -1.209
H 5.147 1.044 -0.761
H 1.157 -1.391 4.924
H 0.371 2.231 1.433
H -1.523 4.112 4.767
H -3.268 1.633 -4.692

Force components x, y, z for each atom (eV/Å):
0.5 0.1 -1.1
0.3 0.1 -0.1
-0.1 0.0 0.0
-0.3 0.4 0.1
-1.2 -0.6 1.0
0.0 0.1 0.2
0.0 -0.1 0.1
0.0 0.0 0.0
-0.1 0.0 -0.1
0.0 0.0 0.1
0.0 0.0 0.0
0.0 0.0 0.0
0.0 0.1 0.0
0.0 0.0 0.0
1.1 0.3 -0.5
0.0 0.0 0.0
0.0 0.0 0.0
0.0 0.1 -0.2
0.0 0.1 0.2
0.1 -0.1 0.0
0.1 0.0 -0.1
0.0 0.0 0.0
-0.1 0.0 0.6
0.0 0.0 0.0
0.0 0.0 0.0
-0.4 -0.1 0.3
0.0 0.0 0.0
0.3 0.0 0.2
0.3 0.1 -0.4
0.0 0.0 0.0
0.0 -0.1 0.1
0.0 -0.1 0.0
0.0 0.0 0.0
-0.1 0.0 0.0
0.1 0.0 -0.1
-0.1 -0.1 0.0
0.1 0.1 -0.1
-0.5 -0.1 -0.2
0.0 0.0 -0.1
0.0 0.0 0.0
0.0 0.0 0.0
0.0 0.0 0.0
0.0 0.0 0.0
0.0 0.0 0.0
0.1 0.0 0.0
-0.1 0.0 0.0
0.0 0.0 0.0
0.0 0.0 0.0
0.0 0.0 0.0
0.0 0.0 0.0
0.0 0.0 0.0
0.0 0.0 0.0
0.0 0.0 -0.1
0.0 -0.2 0.0
0.0 0.0 0.0
0.0 0.0 0.0
0.0 0.0 0.0
0.0 0.0 0.0
0.0 0.0 0.0
0.0 0.0 0.0
0.0 0.0 0.0
0.0 0.0 0.0
0.0 0.0 0.0
0.0 0.0 0.0
0.0 0.0 0.0
0.0 0.0 0.0
0.0 0.0 0.0

Summary:
HOMO (alpha / beta) = -13.18 / -13.12 eV
Calculated total energy = -2429.27624 a.u.
⟨S²⟩ = 6.031
Orbital gap (alpha / beta) = 7.58 / 5.05 eV
ΔE to the lowest compared entry with this formula, charge and spin = 0.0 kJ/mol
Net charge = +2
Spin multiplicity = 5
E_LUMO (alpha / beta) = -5.6 / -8.1 eV

These are the natural (NBO) partial charges, in e, on atoms 1 to 6:
1 Os 1.237
2 I 0.290
3 I 0.268
4 Si 1.105
5 O -0.592
6 N -0.654